# 1
{"formula": "C5H11N2", "method": "ωB97M-V with the def2-TZVPD basis set", "energy_ev": -8334.900, "de_lowest_kj_mol": 214.1, "smiles": "[NH2+]=C1CCNCC1", "total_charge": 1, "species": ["N", "N", "C", "C", "C", "C", "C", "H", "H", "H", "H", "H", "H", "H", "H", "H", "H", "H"], "coordinates": [[1.7665, 1.2024, -0.2438], [-1.3382, -0.8538, -0.3006], [0.7615, 0.6731, 0.3915], [-1.3558, 0.4867, -0.5433], [-0.0605, -1.4843, -0.5134], [0.7910, -1.1822, 0.6587], [-0.5604, 1.2573, 0.6236], [1.7832, 2.2162, -0.3781], [0.4058, -1.0006, -1.3714], [1.7906, -1.4774, 0.7333], [-2.4834, 0.7744, -0.5832], [0.2694, -1.2378, 1.6145], [-0.1792, -2.5815, -0.5938], [-1.7951, -1.2540, 0.6500], [-0.4776, 2.3133, 0.5699], [2.6110, 0.6403, -0.4242], [-0.9913, 0.7315, -1.5244], [-0.9620, 1.0830, 1.6505]], "atomic_forces_ev_per_a": [[-0.442, -0.098, 0.928], [-1.324, -4.505, 1.986], [0.957, -4.063, 0.972], [-3.449, 2.330, 1.323], [-0.558, -1.064, 0.145], [-0.720, 5.501, 0.623], [0.662, -0.014, 0.209], [0.221, -0.361, -0.325], [-0.145, -0.754, -0.523], [1.536, -0.577, -0.168], [2.009, 0.246, 0.413], [0.149, -0.358, -0.089], [0.119, 0.514, -0.477], [1.124, 1.700, -3.110], [-0.301, 1.291, -0.622], [-0.571, 0.637, 0.057], [0.523, 0.112, -0.366], [0.210, -0.537, -0.976]]}

=====

# 2
{"formula": "CHIOS2", "method": "ωB97M-V with the def2-TZVPD basis set", "energy_ev": -32869.636, "de_lowest_kj_mol": 194.1, "smiles": "IOC1SS1", "total_charge": 0, "species": ["I", "S", "S", "O", "C", "H"], "coordinates": [[-2.3302, 0.8704, -0.6163], [1.2014, -1.4165, 0.3379], [1.0651, -0.1876, -1.2912], [-1.0637, -0.2389, 0.3795], [0.3459, 0.0686, 0.2725], [0.7815, 0.9040, 0.9177]], "atomic_forces_ev_per_a": [[-0.155, 0.399, -0.202], [1.231, -1.700, 0.545], [0.435, 0.332, -1.392], [1.381, 0.522, 0.450], [-1.752, 1.417, 1.560], [-1.139, -0.970, -0.960]]}

=====

# 3
{"formula": "C2H2Cl2O", "method": "ωB97M-V with the def2-TZVPD basis set", "energy_ev": -29196.374, "de_lowest_kj_mol": 203.8, "total_charge": 0, "species": ["Cl", "Cl", "O", "C", "C", "H", "H"], "coordinates": [[-1.3638, 1.2671, -1.0491], [-0.4470, -1.4886, -1.1430], [0.9887, 0.5721, 1.9930], [-0.0789, 0.1278, -0.8454], [0.3241, 0.0782, 1.1106], [-0.3240, -0.8037, 1.2714], [0.9009, 0.2471, -1.3377]], "atomic_forces_ev_per_a": [[0.128, 0.096, -0.301], [-0.871, -1.473, -0.022], [-1.426, -0.478, -3.286], [2.870, 1.076, 2.928], [0.289, -0.237, 0.288], [-0.125, -0.092, 0.389], [-0.865, 1.108, 0.005]]}

=====

# 4
{"formula": "C2H3BrN2O2", "method": "ωB97M-V with the def2-TZVPD basis set", "energy_ev": -79233.566, "de_lowest_kj_mol": 254.3, "total_charge": 0, "species": ["Br", "O", "O", "N", "N", "C", "C", "H", "H", "H"], "coordinates": [[2.1359, -1.7863, -0.5433], [-2.3901, 0.4678, -1.1771], [-1.7503, -0.3240, 0.7713], [-1.5383, 0.1719, -0.3579], [-0.3098, 0.3864, -0.8162], [0.7198, 0.6165, 0.1478], [0.9400, -0.7909, 0.4137], [1.5672, 1.2012, -0.3126], [0.4145, 1.2708, 0.9182], [0.2111, -1.2133, 0.9561]], "atomic_forces_ev_per_a": [[-0.041, -0.015, 0.214], [-0.304, -0.188, 0.624], [0.037, 0.735, -0.912], [-1.417, -0.490, 0.866], [2.132, -1.594, -0.974], [2.151, 2.233, -0.180], [0.990, 2.411, -3.252], [-0.753, -1.084, 0.047], [-0.555, 0.124, 1.549], [-2.240, -2.132, 2.019]]}